{
  "formula": "C12H24Cl2LuN2S",
  "method": "ωB97M-V/def2-TZVPD",
  "multiplicity": 1,
  "e_homo_ev": -0.93,
  "gap_ev": 3.3,
  "total_charge": -1,
  "e_lumo_ev": 2.375,
  "species": ["Lu", "Cl", "Cl", "C", "H", "H", "C", "C", "H", "C", "H", "C", "H", "H", "C", "H", "H", "C", "H", "H", "H", "H", "C", "C", "N", "C", "S", "N", "C", "C", "H", "H", "H", "H", "H", "H", "H", "H", "H", "H", "H", "H"],
  "xyz": [[2.322, 0.017, -1.653], [2.444, -2.387, -2.003], [2.697, 2.153, -0.438], [4.420, -0.296, -1.146], [5.102, 0.522, -0.789], [5.085, -1.155, -1.292], [-1.201, 1.459, -2.735], [-0.067, 0.906, -3.037], [-1.226, 2.265, -1.989], [0.012, -0.401, -3.798], [0.917, 1.445, -2.932], [-1.181, -0.563, -4.771], [0.968, -0.509, -4.352], [-0.072, -1.231, -3.059], [-2.521, -0.230, -4.117], [-1.059, 0.060, -5.659], [-1.218, -1.584, -5.163], [-2.543, 1.056, -3.280], [-3.280, -0.121, -4.893], [-2.868, -1.055, -3.493], [-2.932, 1.888, -3.888], [-3.230, 0.944, -2.427], [1.086, 2.204, 4.075], [-0.021, 1.447, 3.364], [0.528, 0.749, 2.181], [-0.111, -0.295, 1.613], [-0.044, -0.472, -0.088], [-0.785, -1.139, 2.459], [-0.056, -1.748, 3.601], [-1.021, -2.384, 4.586], [1.950, 1.560, 4.265], [0.713, 2.574, 5.035], [1.409, 3.067, 3.483], [-0.497, 0.717, 4.028], [-0.797, 2.147, 3.016], [1.024, 1.346, 1.506], [-1.369, -1.817, 1.969], [0.633, -2.512, 3.204], [0.547, -0.972, 4.081], [-1.571, -3.209, 4.122], [-0.454, -2.792, 5.430], [-1.733, -1.652, 4.984]],
  "atomic_forces_ev_per_a": [[2.5684, -0.7580, 1.1014], [-0.8492, -1.1669, -0.4980], [-0.8036, 1.1135, 0.4609], [0.1524, 1.0692, -0.1974], [-0.5972, -0.2768, -0.1292], [-0.2896, -0.2783, -0.1387], [-1.5536, 1.5145, 1.0641], [2.4964, -0.6636, -1.7104], [0.1649, 0.0929, -0.6817], [-0.5273, -0.3783, -0.3917], [-1.2409, -0.1660, 0.5832], [0.1401, 0.0284, 0.0176], [-0.4644, -0.0533, 0.3879], [0.4094, 0.3585, -0.4428], [-0.3998, 0.0346, 0.1124], [0.2169, 0.2705, 0.0878], [0.0598, -0.0041, 0.1615], [0.1719, -0.3078, 0.3761], [-0.0408, -0.1557, -0.1200], [0.2351, -0.1207, 0.0694], [0.1719, -0.0513, 0.2361], [-0.0092, 0.0179, -0.3001], [-0.0385, 0.1336, 0.2027], [0.2558, -0.2038, -0.4067], [-0.4529, 0.1046, 0.1808], [0.6841, 0.5977, -1.0064], [-0.7938, -0.5208, 1.2682], [-0.1963, -0.3896, 0.0968], [-0.0359, 0.0573, -0.4007], [0.0932, 0.0551, 0.1519], [-0.1405, 0.0973, -0.0824], [0.0679, 0.0474, -0.0693], [0.0689, -0.1986, 0.0619], [0.1210, 0.2796, -0.2414], [0.0856, -0.1716, 0.1720], [-0.0341, -0.3161, 0.2011], [0.4981, 0.2952, -0.0307], [-0.0720, 0.2351, 0.1582], [-0.0941, -0.2412, -0.1081], [0.0033, 0.1397, 0.0648], [-0.1035, -0.0097, -0.1209], [0.0718, -0.1106, -0.1405]]
}